1.
DFT (ωB97M-V/def2-TZVPD) results for an isolated molecule of C6H6BrN3 at a distorted geometry.

Last column: natural (NBO) charge in e.
Atoms and positions in Å:
C -0.1224 1.0716 -1.1773  -0.17
N -0.7913 0.1911 0.9366  -0.17
C 1.1258 0.6707 -1.3653  -0.27
H 1.5536 -2.0477 0.9423  0.27
H 1.7311 1.0182 -2.1802  0.23
H -0.4816 1.8842 -1.8788  0.21
C 1.7262 -0.2654 -0.3937  0.02
H -2.4563 0.8575 1.8313  0.33
H -1.9349 1.3672 -0.1576  0.16
N -0.6747 -2.7740 -0.9688  -0.29
Br 3.3902 0.4292 0.3584  0.05
N -1.7488 0.1176 1.8386  -0.59
H -1.5046 -0.0554 2.7860  0.37
C 0.0933 -2.0138 -0.5599  0.25
C 1.1465 -1.3841 0.0457  -0.34
C -1.0519 0.9332 -0.0573  -0.06

Calculated values
Calculated total energy   -80828.4550 eV
Energy relative to the best compared isomer or geometry (same formula, charge and spin)   230.9 kJ/mol
HOMO level   -8.6674 eV
LUMO level   -0.342 eV
SMILES   N#C\C=C(Br)/C=C\C=N\N

2.
DFT (ωB97M-V/def2-TZVPD) results for a structure of composition C36H22ClN4O5STi.

Last column: natural (NBO) charge in e.
Atoms and positions in Å:
C -0.0693 6.4605 -3.6868  -0.16
O 3.7508 -1.1166 4.2649  -0.38
C 1.7116 3.0123 5.1057  -0.22
C 1.8300 -3.1624 0.4916  -0.11
C -0.0025 3.9224 -2.5233  -0.04
C -3.5981 -0.7096 2.7044  -0.23
C 1.1588 -3.4580 -0.7203  0.17
C 1.3410 -4.7351 -1.2890  -0.11
O -0.7366 -1.7291 0.8009  -0.57
C -2.6348 -2.7054 3.6287  -0.31
C -1.2654 -1.8062 -2.8931  -0.07
C 2.8229 -5.3677 0.5047  -0.22
O 0.4998 0.6396 1.1811  -0.73
C 1.1876 1.8464 3.0562  -0.14
N -1.6783 -1.6618 1.7370  -0.01
H -0.2351 4.9437 -0.6573  0.24
H -4.3961 -1.7051 4.3966  0.21
H -0.2913 7.2042 -1.6839  0.22
H 1.5681 3.8607 5.7623  0.21
N -0.1204 8.8067 -4.7712  -0.36
O -0.2246 2.7709 1.3963  -0.62
C 2.7434 0.9331 4.6063  -0.01
H -0.7325 -4.3187 -3.9274  0.21
C -2.2946 0.3242 -2.6377  -0.13
C 2.1857 -5.6782 -0.6615  -0.18
C -3.0700 0.0990 -3.7585  -0.23
H 2.2052 -0.0181 2.7521  0.25
H -0.8768 -3.3597 2.5265  0.23
C 0.0433 1.5383 -1.3999  -0.19
C -2.5923 -0.6500 1.6974  0.01
H -2.4002 1.2660 -2.1172  0.21
C -0.1847 -4.1014 -3.0244  -0.24
C 0.0712 5.3274 -4.4899  -0.17
H -1.9474 -2.9557 -4.6028  0.19
C -1.6830 -2.6532 2.6572  0.05
C 0.6447 -5.0265 -2.4858  -0.13
H 3.1479 2.0340 6.3936  0.24
H -2.6146 -3.5032 4.3551  0.22
C 2.6352 -4.0958 1.0826  -0.23
H 0.3333 3.7100 3.5956  0.24
C 2.5909 2.0056 5.4698  -0.20
H 0.1529 5.4393 -5.5630  0.22
Ti 0.0040 -0.3593 -0.4854  1.29
C 0.4029 1.7931 1.7522  0.79
H -3.5379 -1.2661 -5.3600  0.20
C -0.0989 7.7623 -4.2879  0.29
H 3.1422 -3.8442 2.0056  0.22
H 3.4710 -6.0889 0.9859  0.21
C 1.0186 2.9317 3.9056  -0.14
C -0.1789 6.3234 -2.3022  -0.18
C 0.1028 4.0736 -3.9126  -0.20
C -0.3348 -2.8327 -2.3945  0.26
C -2.0412 -2.0365 -4.0397  -0.22
C 0.0163 2.6347 -1.9209  -0.20
H 0.7769 -5.9964 -2.9520  0.21
C -2.9411 -1.0886 -4.4737  -0.24
C 2.0641 0.8282 3.4070  -0.11
H -4.3382 0.0772 2.6918  0.23
C -3.6207 -1.6980 3.6413  -0.18
H 2.3126 -6.6491 -1.1267  0.20
S -2.4660 0.5345 0.5298  -0.04
C -0.1454 5.0683 -1.7286  -0.19
C -1.3689 -0.6135 -2.1613  -0.29
H -3.7746 0.8557 -4.0841  0.20
N 3.6636 -0.1519 4.9967  0.53
N 0.3388 -2.5279 -1.3071  -0.43
H 0.2084 3.1886 -4.5253  0.23
H 1.7085 -2.1940 0.9481  0.23
Cl 2.2806 -0.3720 -1.0577  -0.41
O 4.3596 0.0212 5.9821  -0.40

Calculated values
Charge   -1
Calculated total energy   -100361.0008 eV
Energy relative to the best compared isomer or geometry (same formula, charge and spin)   0.0 kJ/mol
HOMO level   -5.2662 eV
LUMO level   1.731 eV

3.
DFT (ωB97M-V/def2-TZVPD) results for the ion C3H9N2 with charge +1 at a distorted geometry.

Last column: natural (NBO) charge in e.
Atoms and positions in Å:
H -1.3713 -1.8646 -0.9378  0.26
N -0.5378 1.7394 0.6948  -0.69
C -0.8272 0.2230 0.7408  -0.34
H -0.1353 -1.3201 -2.1056  0.27
N 1.3499 -0.1100 -0.1471  -0.78
H 1.8553 0.0390 0.7149  0.41
C 0.0543 -0.4832 -0.1058  0.35
H -1.0017 -0.0143 1.7791  0.24
H -0.5900 2.1696 1.6179  0.43
C -0.3378 -1.5495 -1.0608  -0.70
H 0.2448 -2.4439 -0.8059  0.25
H 0.4558 1.8504 0.4685  0.43
H 1.9721 -0.4473 -0.8701  0.41
H -1.1312 2.2115 0.0172  0.44

Calculated values
Charge   +1
Calculated total energy   -6228.4426 eV
Energy relative to the best compared isomer or geometry (same formula, charge and spin)   251.4 kJ/mol
HOMO level   -12.7245 eV
LUMO level   -4.291 eV
SMILES   C/C(N)=C/[NH3+]

4.
DFT (ωB97M-V/def2-TZVPD) results for an isolated molecule of C18H23N5OS.

Last column: natural (NBO) charge in e.
Atoms and positions in Å:
H 5.7103 4.6868 -1.0062  0.21
O 1.3978 -0.3250 2.7537  -0.60
H -0.0825 -3.6022 1.2789  0.22
C 2.6395 0.3104 0.8622  -0.20
C -0.6268 -1.4872 1.1372  -0.07
H 6.7234 3.3714 -0.4392  0.19
H -2.3799 -3.4600 2.0553  0.20
H -2.2021 0.0385 1.1696  0.23
H 3.6954 3.2529 -0.8466  0.20
H 5.1335 3.4330 -3.0458  0.19
N -4.8351 -0.4489 1.1921  -0.50
H 6.8794 3.5316 -2.8927  0.21
H 4.5237 3.3026 0.7018  0.22
C -4.1129 -1.6430 1.5879  -0.22
H 5.6296 1.1423 0.1828  0.23
N -10.5884 0.8335 -0.7404  -0.25
C 3.5862 0.8064 0.3159  0.17
H -0.6088 -1.4190 2.2254  0.23
C 4.8589 0.9318 -1.8077  -0.38
H 6.9796 1.2408 -1.9913  0.19
C -2.2347 -3.2428 0.9925  -0.40
H -3.4190 -2.0474 -0.3817  0.20
C 1.5031 -0.3090 1.5435  0.63
C -1.9056 -0.8349 0.5890  -0.40
C 6.0625 1.5735 -2.4899  -0.40
H 3.9439 1.1925 -2.3503  0.20
C 5.8184 3.6002 -1.0128  -0.40
C -6.0443 -0.5103 0.8587  0.27
H 4.9393 -0.1566 -1.8208  0.21
C -9.6102 0.3829 -0.3432  0.24
C 4.6150 2.9593 -0.3297  -0.38
H -3.6835 -1.4594 2.5783  0.21
N -6.9296 -1.5855 0.8091  -0.44
S -6.9704 0.9094 0.3325  0.38
N -8.1923 -1.3656 0.4038  -0.15
H 6.1270 1.2307 -3.5248  0.21
C -0.7608 -2.9531 0.7249  -0.40
H -1.7287 -0.4881 -0.4321  0.20
C -8.3602 -0.1266 0.1194  -0.11
N 0.5889 -0.8486 0.6915  -0.60
C 4.7212 1.4280 -0.3625  -0.33
C 5.9843 3.0963 -2.4431  -0.40
H 0.7612 -0.7674 -0.2973  0.40
H -0.5294 -3.0598 -0.3401  0.19
H -2.6037 -4.1049 0.4365  0.21
H -4.7434 -2.5386 1.6869  0.15
H -6.6903 -2.5285 1.0551  0.42
C -2.9799 -1.9423 0.6137  -0.22

Calculated values
Calculated total energy   -39370.5981 eV
Energy relative to the best compared isomer or geometry (same formula, charge and spin)   263.0 kJ/mol
HOMO level   -8.9007 eV
LUMO level   0.049 eV
SMILES   N#Cc1n[nH]/c(=N\C[C@@H]2CC[C@@H](NC(=O)C#CC3CCCCC3)C2)s1

5.
DFT (ωB97M-V/def2-TZVPD) results for a structure of composition C37H53BrFN3O2ReSSi2 at a distorted geometry.

Last column: Löwdin spin population.
Atoms and positions in Å:
H -3.7918 3.1311 -0.0652  0.00
H 0.0488 -3.0872 -5.5174  0.00
C -4.0416 0.3831 1.8988  0.00
C 1.1745 2.5014 0.3160  0.00
C -0.5746 3.4805 -1.0760  0.03
C 2.1351 -0.6914 -5.6003  0.00
H 1.7887 -1.5963 -6.0923  0.00
C -5.6014 2.0764 2.6151  0.00
H -1.7844 -3.8981 -3.1925  0.00
H -3.6010 -0.5971 1.9960  0.00
C 4.3447 -1.3675 -2.6759  0.00
H -2.4890 2.7138 5.5588  0.00
C -5.0473 0.8056 2.7451  0.00
H 4.9320 -3.7537 -3.7498  0.00
O -1.8878 -0.6859 0.4500  0.02
C 0.3809 -3.8852 -4.8605  0.00
C 0.6641 -4.6962 -2.5294  0.00
H -7.5206 2.9050 3.0075  0.00
C -0.1070 -0.1937 -4.6365  0.00
H 1.3156 1.1405 -2.7831  0.00
H 4.5901 -3.5831 -1.2459  0.00
H -6.2936 3.3522 4.1791  0.00
C -1.2689 -0.8752 5.2017  -0.02
C 2.0748 3.5133 -0.0867  0.00
H 3.2113 -2.7228 -0.5834  0.00
C 1.3708 -0.4326 -4.2948  0.00
H -1.5825 3.4668 -1.4589  0.00
H 1.9810 0.1352 -6.2912  0.00
H -0.1951 0.6976 -5.2555  0.00
H -1.4743 -2.2346 -3.6371  0.00
H -0.9646 -4.1855 5.8751  0.00
C -0.1756 -3.2155 4.1362  0.00
C -0.6293 -0.7949 3.9476  0.00
H 4.4042 -0.8507 -3.6285  0.00
N -0.5074 0.3313 3.1928  -0.07
S -2.2582 0.6283 -0.1022  0.01
Re 0.0556 0.0387 1.2603  0.91
H 0.6254 1.0359 6.0060  0.00
H -0.7088 -0.0316 -3.7435  0.00
H 2.9403 0.7980 -3.3822  0.00
H -0.0918 -5.4663 -2.6768  0.00
C 3.6960 2.4794 1.3558  0.00
H 2.9921 -4.2672 -1.4099  0.00
C 3.5440 -3.3351 -1.4172  0.00
C -0.1665 2.5014 -0.1805  -0.01
H -5.5718 3.8880 1.4705  0.00
C -0.0900 -2.0122 3.4867  -0.02
H -1.6651 0.0209 5.6439  0.00
C -6.6591 2.5358 3.5574  0.00
N 1.5227 1.4966 1.1826  -0.01
C 0.3118 -3.4795 -3.3865  0.00
C 3.4212 -2.5869 -2.7470  0.00
H -1.1999 -2.7728 -1.9810  0.00
C 2.7472 1.5123 1.6939  0.03
H -6.9776 1.7252 4.2054  0.00
H 1.6754 1.6514 4.7449  0.00
C -3.5944 1.2273 0.8972  0.00
H 1.7987 1.6759 -4.3815  0.00
H 1.3868 -4.1803 -5.1468  0.00
Br 0.9654 -1.0138 -0.9558  0.02
H 0.2805 -4.0971 3.7167  0.00
H 0.8304 2.7687 5.7997  0.00
C -1.1147 -3.0555 -3.0277  0.00
H -0.2690 -4.7408 -5.0345  0.00
H 1.6153 -5.1336 -2.8164  0.00
H 3.2048 -0.7742 -5.4286  0.00
H -0.5255 -1.0171 -5.2075  0.00
C -2.5005 2.1969 4.6032  0.00
H 4.0224 -0.6738 -1.9022  0.00
C 1.6256 4.4857 -1.0083  0.03
H 4.6810 2.4223 1.7909  0.00
H -1.9187 -2.1000 6.8042  0.00
C -1.3938 -2.0794 5.8621  0.00
H 2.3152 5.2477 -1.3324  0.00
C -4.1380 2.4915 0.7310  0.00
H -3.1105 1.3057 4.7152  0.00
C 3.3725 3.4765 0.4646  0.03
H 0.6613 3.5794 2.6580  0.00
H 3.3252 -4.4244 -3.9165  0.00
C -0.8615 -3.2541 5.3444  -0.03
H -5.4084 0.1442 3.5188  0.00
H 0.0161 5.2138 -2.1836  0.00
N -0.8957 1.4864 0.3516  0.06
H 5.3528 -1.6962 -2.4275  0.00
H -0.9743 3.4374 2.0155  0.00
H 3.7963 -2.9986 -4.8522  0.00
H -0.6755 4.3277 3.4835  0.00
H 2.9868 0.7278 2.4023  0.00
C -0.3807 3.4460 2.9215  0.00
C -5.1389 2.9074 1.5919  0.00
C 3.8840 -3.4933 -3.8888  0.00
F 0.6104 -1.9241 2.2713  0.01
H -3.0120 2.8493 3.8970  0.00
Si 1.5745 -1.9889 -3.1206  0.00
H 4.0946 4.2312 0.1961  0.00
C 0.7366 1.8271 5.2698  0.00
C 1.8947 0.8648 -3.6621  0.00
H 0.6815 -4.4523 -1.4700  0.00
Si -0.7029 1.9223 4.0120  0.00
C 0.3365 4.4580 -1.4845  -0.01
O -2.4565 0.7297 -1.5102  0.00

Calculated values
Charge   +2
Calculated total energy   -149263.8643 eV
Energy relative to the best compared isomer or geometry (same formula, charge and spin)   63.4 kJ/mol
HOMO level (alpha / beta)   -13.2010 / -13.7770 eV
LUMO level (alpha / beta)   -7.468 / -7.041 eV
2S+1   2

6.
DFT (ωB97M-V/def2-TZVPD) results for a structure of composition C31H42BrN6O5Ru at a distorted geometry.

Last column: Löwdin spin population.
Atoms and positions in Å:
H -3.0495 -2.1056 -2.6782  0.00
H 2.0978 3.9260 1.6864  0.00
C -1.6432 -0.7493 2.2670  0.01
H 2.7680 -3.4573 -2.1688  0.00
H 0.6109 -3.9623 4.4134  0.00
C -0.1863 3.5512 0.4861  0.00
C -1.2785 -1.7848 -3.8823  0.00
C 2.8269 -0.5396 4.5597  0.00
H 2.8952 3.2564 3.0953  0.00
N 1.2341 -0.7863 0.6613  0.00
C 0.0592 -3.6164 3.5367  0.00
N 0.1845 -1.4054 -1.7158  0.00
N -0.7306 4.5375 1.2440  0.00
H 2.7998 -2.0833 0.3043  0.00
H 2.7481 -3.9318 1.3704  0.00
H -2.7871 4.6250 1.7331  0.00
C 2.2556 -1.7114 4.1077  0.00
C -1.8391 4.2714 2.1444  0.00
H -0.8548 -3.4780 -5.2074  0.00
C 3.6683 1.8147 0.8499  0.00
C -3.7545 2.9737 -1.4809  0.00
H 1.1490 3.0492 2.9014  0.00
C -3.1533 1.8003 -1.0589  0.00
C 1.6780 -1.7914 2.8443  0.00
H -2.2834 -0.5393 -2.4326  0.00
O 0.7052 1.1500 -1.6528  0.02
H -2.1061 -2.7848 1.7964  0.00
H -3.2245 -0.8343 -3.8902  0.00
C 2.8138 0.5824 3.7506  0.00
H 2.2495 -2.5837 4.7496  0.00
C 2.0684 -4.1989 2.1804  0.00
N 0.8410 3.9050 -0.3379  0.00
H -1.6495 -0.7025 -5.7252  0.00
C -1.2899 2.2112 -2.2878  0.00
H 0.9507 -3.4722 -4.1678  0.00
O 0.6579 2.2110 -3.6152  0.01
C 1.3784 -1.9815 -1.3131  0.00
C -0.1016 -1.9834 -2.9301  0.00
C -3.0638 3.7821 -2.3663  0.00
N -1.7759 -1.6704 0.0038  0.05
H 3.8242 0.8990 0.2761  0.00
O -1.0147 0.1728 1.6220  0.07
N -1.9399 1.4140 -1.4343  0.00
C 1.8589 -2.8803 -2.2467  0.00
C 1.0209 -3.1126 2.4536  0.00
H -1.8040 -3.8986 -3.7757  0.00
C 2.1017 3.0750 2.3692  0.00
H -3.3591 -1.6166 1.3926  0.00
C 1.7115 -0.6492 2.0228  0.00
H 1.5811 -5.1387 1.9116  0.00
H -2.5059 -1.5509 -0.6848  0.00
H -1.1908 -2.4478 -0.2711  0.00
O -0.6130 2.3948 0.5516  0.03
H -4.7423 3.2280 -1.1271  0.00
H -0.6057 0.1754 -4.5978  0.00
H 0.4484 -2.9571 1.5373  0.00
H -1.6639 4.7546 3.1048  0.00
C 1.8832 -1.6341 -0.0640  0.00
H 3.2795 -0.4970 5.5425  0.00
H 0.0401 -1.1887 -5.4998  0.00
H 1.3183 4.7800 -0.2226  0.00
C 0.1248 1.8224 -2.5952  0.00
C -1.8123 3.3863 -2.7925  0.00
C -2.2882 -1.7993 1.3699  0.00
H -0.4746 5.4899 1.0563  0.00
H -3.5036 4.7084 -2.7127  0.00
H 2.6698 -4.3740 3.0749  0.00
C 2.3293 1.7794 1.5931  0.00
O -1.7754 -0.8105 3.4776  0.01
H -0.6343 -2.8406 3.8583  0.00
C 0.9253 -2.8763 -3.2700  0.00
H 4.4966 1.9207 1.5553  0.00
H 1.5437 1.6962 0.8482  0.00
H 3.7020 2.6559 0.1523  0.00
Br -4.1546 0.7004 0.0938  0.00
H 1.3431 3.1413 -0.7636  0.00
C -2.5288 -1.2794 -3.1745  0.00
H -1.9011 3.1964 2.2940  0.00
C -0.8467 -0.8103 -4.9890  0.00
H 3.2667 1.4946 4.1137  0.00
Ru -0.3167 0.0850 -0.3224  0.79
C 2.2534 0.5536 2.4784  0.00
H -0.5111 -4.4688 3.1570  0.00
C -1.6355 -3.1289 -4.5315  0.00
H -2.5520 -3.0145 -5.1160  0.00
H -1.2175 3.9572 -3.4903  0.00

Calculated values
Calculated total energy   -124634.0947 eV
Energy relative to the best compared isomer or geometry (same formula, charge and spin)   28.8 kJ/mol
HOMO level (alpha / beta)   -7.5123 / -7.5098 eV
LUMO level (alpha / beta)   -0.118 / -0.153 eV
2S+1   2